Formula: C3H10N2O2
Source: the OMol25 dataset
Level of theory: ωB97M-V with the def2-TZVPD basis set

Structure (XYZ):
```
17
Properties=species:S:1:pos:R:3:nbo_charge:R:1
N 0.384 -1.296 -0.712 -0.859
C -0.743 -0.574 -1.332 -0.344
C -1.999 -0.579 -0.505 0.414
O -2.253 -1.522 0.253 -0.512
H 0.446 -2.274 -1.055 0.380
H 0.086 -1.409 0.261 0.412
H -0.936 -0.925 -2.353 0.235
H -0.428 0.485 -1.507 0.193
H -2.804 0.167 -0.798 0.122
C 0.323 0.866 1.844 0.287
O -0.205 -0.276 1.776 -0.602
H 1.093 1.100 2.571 0.124
H -0.032 1.705 1.286 0.112
N 1.783 1.183 -0.105 -1.172
H 1.537 2.202 0.305 0.381
H 2.646 0.806 0.530 0.381
H 1.101 0.343 -0.459 0.448
```

The calculation puts the relative energy (zero: lowest compared OMol25 entry of this formula, charge and spin) at 4.285 eV. For the lowest unoccupied orbital energy, the calculation gives 0.7 eV. For the orbital gap, the calculation gives 9.9 eV. The SMILES is NCC=O.C=O.N. As for the energy: -10345.203 eV.

Formula: C33H22N7O8PS2Sc
Source: the OMol25 dataset
Level of theory: ωB97M-V with the def2-TZVPD basis set

Structure (XYZ):
```
74
Properties=species:S:1:pos:R:3:nbo_charge:R:1
Sc -1.085 -0.498 0.852 1.682
N -2.032 3.142 -0.245 -0.795
C -2.952 2.450 0.464 0.308
N -2.746 1.320 1.081 -0.543
C -3.905 0.876 1.702 0.137
C -4.995 1.647 1.543 -0.449
S -4.593 3.029 0.592 0.348
C -3.840 -0.366 2.483 0.136
C -4.622 -0.677 3.531 -0.437
S -4.138 -2.194 4.195 0.373
C -2.873 -2.308 3.011 0.316
N -2.847 -1.292 2.178 -0.569
N -2.073 -3.398 2.962 -0.790
H -1.048 2.987 -0.065 0.443
H -2.277 4.071 -0.532 0.388
H -5.997 1.479 1.905 0.241
H -5.409 -0.092 3.983 0.241
H -1.948 -3.910 3.817 0.396
H -1.256 -3.360 2.358 0.444
O 0.666 2.976 0.486 -0.668
C 0.718 1.850 0.961 0.813
O 0.410 0.762 0.319 -0.804
C 1.125 1.696 2.401 -0.272
C 2.048 2.546 2.939 -0.054
C 2.385 2.441 4.288 -0.084
C 1.785 1.508 5.097 -0.127
C 0.842 0.652 4.571 -0.103
C 0.441 0.727 3.201 0.521
O -0.507 0.031 2.708 -0.756
N 0.252 -0.318 5.512 0.539
O 0.420 -0.114 6.706 -0.421
O -0.461 -1.193 5.081 -0.364
N 3.378 3.351 4.862 0.539
O 3.867 4.191 4.130 -0.400
O 3.635 3.256 6.049 -0.404
H 2.518 3.300 2.322 0.250
H 2.052 1.437 6.138 0.271
O -2.109 -0.658 -0.770 -0.834
C -1.410 -0.503 -1.918 -0.075
C -1.611 -1.214 -3.181 -0.068
C -2.709 -1.653 -3.916 -0.300
C -2.475 -2.081 -5.238 -0.176
C -1.210 -2.111 -5.799 -0.309
C -0.093 -1.699 -5.028 -0.213
C -0.329 -1.251 -3.765 -0.282
P 0.459 -0.651 -2.250 1.298
C 1.845 -1.795 -1.912 -0.397
C 1.779 -3.129 -2.313 -0.117
C 2.761 -4.027 -1.916 -0.224
C 3.811 -3.609 -1.111 -0.201
C 3.871 -2.289 -0.690 -0.212
C 2.888 -1.390 -1.079 -0.188
C 1.255 0.928 -2.708 -0.340
C 2.543 0.967 -3.239 -0.200
C 3.066 2.160 -3.729 -0.223
C 2.306 3.319 -3.696 -0.228
C 1.018 3.282 -3.179 -0.148
C 0.492 2.093 -2.695 -0.190
H -3.705 -1.673 -3.487 0.209
H -3.318 -2.409 -5.839 0.196
H -1.071 -2.451 -6.820 0.198
H 0.911 -1.757 -5.438 0.205
H 0.954 -3.462 -2.927 0.218
H 2.697 -5.063 -2.230 0.208
H 4.574 -4.315 -0.799 0.206
H 4.676 -1.962 -0.041 0.209
H 2.918 -0.366 -0.723 0.225
H 3.143 0.066 -3.273 0.223
H 4.070 2.179 -4.137 0.206
H 2.714 4.248 -4.077 0.204
H 0.419 4.186 -3.153 0.196
H -0.520 2.038 -2.316 0.246
N 0.486 -3.485 0.997 -0.483
C -0.033 -2.466 0.813 -0.183
```

The total charge is -1. For the lowest unoccupied orbital energy, the calculation gives 2.0 eV. For the orbital gap, the calculation gives 5.1 eV. As for the energy: -113049.794 eV.